2 unconnected molecules or ions with the total composition BrH2NO2S in a non-equilibrium geometry, computed with ωB97M-V with the def2-TZVPD basis set.

Each line ends with the natural charge from an NBO analysis.
Geometry (Å):
N -0.157 -0.180 0.627  -1.02
O 1.313 -1.129 -0.979  -0.88
O 2.187 0.709 0.440  -0.84
S 1.153 0.163 -0.375  1.93
Br -3.138 0.990 -0.807  0.00
H -0.506 -1.071 0.324  0.40
H -0.852 0.519 0.770  0.40

Atomic forces in eV per Å
0.7 0.0 -0.1
0.6 -0.7 -1.1
0.9 1.0 0.3
-1.2 -0.6 0.9
-0.1 0.0 0.0
-0.5 -0.2 -0.1
-0.4 0.6 0.1

Calculated values
Maximum force   1.63 eV Å⁻¹
HOMO-LUMO gap (alpha / beta)   8.78 / 5.71 eV



A molecular structure, C13H16NO in a non-equilibrium geometry, computed with ωB97M-V with the def2-TZVPD basis set.

Each line ends with the natural charge from an NBO analysis.
Geometry (Å):
C 4.092 -0.013 0.009  -0.15
C 3.442 0.988 -0.593  -0.20
C 3.280 -1.027 0.510  -0.21
C 2.057 1.077 -0.677  -0.13
C 1.878 -0.886 0.517  -0.16
C 1.224 0.191 -0.098  -0.19
C -0.849 1.783 -0.090  0.55
C -2.297 1.619 -0.495  -0.52
C -2.322 -0.300 1.178  -0.42
C -0.778 -0.013 1.528  -0.50
C -2.507 0.055 -0.282  -0.07
C -0.197 0.441 0.233  0.25
C -1.086 -2.038 -1.052  -0.45
N -1.365 -0.543 -0.986  -0.45
O -0.276 2.773 0.097  -0.46
H 5.226 0.084 0.219  0.25
H 3.988 1.711 -1.124  0.23
H 3.825 -1.898 0.830  0.24
H 1.692 2.005 -0.988  0.23
H 1.110 -1.685 0.793  0.21
H -2.851 2.284 0.235  0.27
H -2.527 1.890 -1.507  0.26
H -2.614 -1.305 1.500  0.24
H -3.079 0.394 1.729  0.25
H -0.750 0.856 2.233  0.28
H -0.242 -0.947 2.019  0.26
H -3.493 -0.181 -0.558  0.24
H 0.070 -2.122 -1.241  0.26
H -1.620 -2.447 -0.152  0.23
H -1.779 -2.423 -1.831  0.24
H -1.251 -0.324 -1.958  0.42

Atomic forces in eV per Å
1.7 -0.6 1.6
-0.9 1.0 -1.5
-0.7 -0.4 0.2
1.0 1.4 -0.2
-0.6 -2.3 -0.4
-0.1 -0.9 1.9
-1.2 -2.8 -1.1
-0.1 -1.1 1.9
-0.6 1.6 1.8
-0.9 -1.6 1.1
0.5 1.3 0.5
0.2 -1.0 -1.8
-0.9 0.8 0.8
1.4 -0.4 1.0
1.6 3.4 0.5
-2.1 -0.7 -0.7
0.7 1.2 -0.3
-0.5 -0.4 0.6
-0.6 1.2 -1.0
2.0 0.6 0.3
0.1 -0.9 -1.0
0.0 0.4 -0.5
0.1 0.1 -0.5
1.6 -1.1 -0.6
0.3 -0.8 -0.4
-1.2 2.1 -1.1
-1.1 -0.9 -1.0
-2.5 -0.4 0.6
1.7 -0.1 -0.4
1.1 0.1 -0.2
0.0 1.4 -0.4

Calculated values
Total charge   +1
Maximum force   3.79 eV Å⁻¹
HOMO-LUMO gap   9.00 eV



C5H8O3 in the gas phase in a non-equilibrium geometry, computed with ωB97M-V with the def2-TZVPD basis set.

Each line ends with the natural charge from an NBO analysis.
Geometry (Å):
C -1.442 0.185 -0.501  0.06
C -1.361 0.797 0.863  -0.47
C -0.049 0.288 0.288  0.18
C 1.146 0.925 -0.474  -0.09
C 1.566 -1.106 0.098  0.20
H -1.409 -1.587 0.215  0.48
H -1.666 0.780 -1.408  0.20
H -1.602 1.829 1.018  0.22
H -1.785 0.316 1.719  0.23
H 0.910 0.960 -1.569  0.18
H 1.423 1.971 -0.157  0.20
H 2.289 -1.806 0.543  0.19
H 1.218 -1.692 -0.837  0.15
O -1.839 -1.142 -0.559  -0.71
O 2.224 0.141 -0.073  -0.49
O 0.375 -0.861 0.834  -0.51

Atomic forces in eV per Å
1.6 -0.6 1.2
0.4 1.0 -0.3
-3.0 3.0 -2.2
-0.7 3.0 0.7
1.0 -2.4 -1.0
-0.5 0.4 -1.1
0.3 -0.5 0.7
0.4 0.8 -0.5
0.0 -1.0 0.2
0.6 -0.4 0.7
-0.6 -0.8 -0.3
-0.6 0.5 0.7
0.6 1.6 0.6
-0.5 -0.9 0.4
-0.9 -2.0 -0.7
1.8 -1.6 0.9

Calculated values
Maximum force   4.73 eV Å⁻¹
HOMO-LUMO gap   9.43 eV



3 unconnected molecules or ions with the total composition C33H72N2OS2Si in a non-equilibrium geometry, computed with ωB97M-V with the def2-TZVPD basis set.

Each line ends with the Löwdin charge.
Geometry (Å):
C 1.037 1.956 4.445  -0.05
C 1.952 1.769 3.495  -0.20
Si 1.655 0.554 2.079  0.55
C 2.311 1.236 0.445  -0.21
C 3.623 2.047 0.586  -0.26
C 4.002 2.654 -0.756  -0.21
C 4.360 1.591 -1.820  -0.28
N 5.162 0.501 -1.253  0.01
C 2.502 -1.082 2.546  -0.22
C 1.707 -2.319 2.101  -0.32
C 1.328 -2.273 0.613  -0.46
S 1.419 -3.941 -0.126  0.87
C -0.159 -4.357 -0.909  -1.07
S -0.289 -4.048 -2.508  0.67
N -1.214 -4.956 -0.256  -0.18
C -0.893 -5.477 1.081  -0.25
C -1.146 -4.530 2.263  -0.07
C -2.477 -4.181 -0.296  -0.19
C -2.373 -2.657 -0.235  -0.15
O 0.020 0.228 1.842  -0.20
C -0.808 1.387 1.713  -0.24
C -1.494 1.410 0.336  -0.32
C -1.983 2.877 0.133  -0.05
C -2.626 0.360 0.372  -0.13
C -3.544 0.363 -0.873  -0.36
C -3.966 -1.101 -1.103  -0.13
C -2.826 0.799 -2.149  -0.06
H 0.756 2.967 4.713  0.06
H 0.590 1.103 4.934  0.06
H 2.908 2.285 3.509  0.06
H 1.552 1.939 0.095  0.08
H 2.370 0.446 -0.300  0.06
H 3.421 2.829 1.309  0.09
H 4.424 1.398 0.928  0.10
H 4.846 3.332 -0.639  0.10
H 3.194 3.242 -1.189  0.11
H 4.919 2.114 -2.586  0.11
H 3.408 1.221 -2.209  0.10
H 4.542 -0.111 -0.741  0.05
H 5.590 -0.014 -2.010  0.04
H 3.545 -1.098 2.232  0.08
H 2.504 -1.085 3.634  0.07
H 2.344 -3.190 2.236  0.09
H 0.863 -2.463 2.765  0.09
H 0.391 -1.762 0.419  0.06
H 2.102 -1.690 0.121  0.05
H 0.112 -5.866 1.146  0.08
H -1.552 -6.331 1.237  0.12
H -0.740 -3.540 2.127  0.04
H -0.729 -4.971 3.163  0.08
H -2.215 -4.496 2.443  0.07
H -2.953 -4.421 -1.243  0.11
H -3.166 -4.530 0.459  0.11
H -3.371 -2.273 -0.026  0.02
H -2.098 -2.234 -1.193  0.05
H -1.707 -2.281 0.534  0.07
H -0.256 2.321 1.815  0.10
H -1.603 1.291 2.450  0.12
H -0.746 1.181 -0.415  0.12
H -2.926 2.930 -0.395  0.06
H -2.040 3.433 1.065  0.07
H -1.256 3.370 -0.510  0.08
H -2.156 -0.624 0.385  0.07
H -3.178 0.450 1.305  0.11
H -4.454 0.927 -0.675  0.13
H -4.317 -1.574 -0.190  0.08
H -4.735 -1.124 -1.872  0.10
H -3.107 -1.665 -1.462  0.03
H -3.413 0.450 -2.994  0.08
H -2.753 1.876 -2.250  0.07
H -1.829 0.380 -2.194  0.09
C -4.962 2.480 2.575  -0.10
C -5.780 3.586 1.916  -0.26
C -5.288 4.991 2.262  -0.23
C -5.363 5.356 3.745  -0.23
C -6.755 5.253 4.368  -0.27
C -7.773 6.199 3.736  -0.11
H -5.032 2.524 3.663  0.07
H -5.335 1.503 2.259  0.07
H -3.911 2.538 2.283  0.05
H -6.833 3.473 2.185  0.10
H -5.726 3.461 0.831  0.10
H -5.860 5.718 1.678  0.10
H -4.249 5.094 1.933  0.10
H -4.994 6.379 3.868  0.11
H -4.676 4.721 4.312  0.10
H -6.673 5.488 5.432  0.10
H -7.123 4.225 4.308  0.10
H -7.442 7.237 3.816  0.07
H -8.736 6.115 4.242  0.07
H -7.936 5.972 2.682  0.06
C 8.030 -1.950 -5.580  -0.11
C 7.310 -3.254 -5.250  -0.27
C 5.865 -3.293 -5.743  -0.23
C 4.944 -2.238 -5.129  -0.23
C 4.849 -2.271 -3.605  -0.28
C 4.276 -3.575 -3.058  -0.10
H 7.560 -1.094 -5.092  0.06
H 9.067 -1.990 -5.242  0.07
H 8.036 -1.770 -6.657  0.07
H 7.349 -3.432 -4.172  0.10
H 7.855 -4.080 -5.715  0.10
H 5.455 -4.289 -5.555  0.10
H 5.858 -3.167 -6.831  0.11
H 3.942 -2.367 -5.549  0.11
H 5.271 -1.241 -5.441  0.10
H 4.207 -1.446 -3.283  0.09
H 5.833 -2.088 -3.160  0.09
H 3.278 -3.762 -3.460  0.07
H 4.193 -3.527 -1.971  0.05
H 4.910 -4.429 -3.302  0.07

Atomic forces in eV per Å
0.1 0.5 0.1
0.7 -1.3 -0.8
0.7 -1.3 0.4
0.0 0.7 0.9
-1.0 -0.4 -0.7
0.6 -0.2 -0.3
-0.4 0.2 1.0
0.2 0.6 -0.3
-1.2 0.3 0.0
0.7 -0.1 -0.3
-0.1 -0.1 0.4
0.3 -0.6 0.1
-0.4 0.3 -1.1
0.0 0.3 -0.2
1.4 1.0 1.8
-0.8 -0.2 0.7
-0.2 -0.7 -0.2
-0.1 0.0 -1.2
1.6 -3.0 2.0
0.8 0.5 0.6
-0.3 -0.7 -1.1
-0.8 0.6 1.4
0.4 -0.7 -0.5
0.8 0.4 -1.1
0.2 -1.1 0.5
-2.2 2.7 -2.3
-0.7 0.3 0.1
0.7 0.0 1.4
-1.4 0.0 -0.7
-0.6 1.5 -0.8
-0.2 0.0 -0.2
0.0 -0.2 -0.1
0.3 0.2 0.2
0.2 0.1 0.2
0.2 0.0 0.1
-0.2 0.2 0.2
0.1 -0.2 -0.4
0.0 0.0 -0.5
0.2 -0.3 -0.1
-0.1 -0.2 0.1
0.1 0.0 -0.2
0.2 0.0 0.2
0.0 -0.2 0.1
-0.3 0.1 -0.1
-0.2 -0.1 0.0
0.1 -0.1 -0.4
0.2 0.1 -0.5
-0.1 -0.2 -0.1
0.0 0.2 -0.1
0.3 0.0 0.1
-0.2 0.4 0.0
-0.1 -0.1 -0.2
0.2 -0.3 0.4
2.3 -2.0 1.1
1.7 -1.1 0.7
0.4 -0.4 0.2
0.2 0.0 0.4
0.1 0.4 0.4
0.0 -0.2 -0.2
-0.3 0.0 0.1
-0.2 0.0 0.1
0.1 0.3 0.1
0.1 0.7 0.3
-0.3 0.1 0.0
0.0 0.4 -0.1
-1.5 1.1 -0.6
-0.5 0.0 0.0
-2.4 1.8 -1.1
0.1 -0.1 -0.3
0.2 0.2 0.0
0.2 -0.2 -0.1
-0.2 -0.1 -0.1
0.2 0.0 -0.1
-0.1 0.1 0.0
0.1 -0.1 0.0
0.0 0.1 0.0
-0.1 -0.1 0.1
0.1 0.0 0.0
0.0 0.0 0.1
0.0 0.1 0.1
0.0 0.0 0.0
0.0 0.0 0.0
0.0 0.0 0.0
0.0 0.0 0.0
0.0 0.0 0.0
0.0 0.0 0.0
0.0 0.0 0.0
0.0 0.0 0.0
0.0 0.0 0.0
0.0 0.0 0.0
0.0 0.0 0.0
0.0 -0.1 0.1
0.0 0.1 -0.1
0.0 -0.1 0.0
0.0 0.1 0.0
-0.1 -0.1 0.0
0.1 0.1 0.1
0.0 0.0 0.0
0.0 0.0 0.0
0.0 0.0 0.0
0.0 0.0 0.0
0.0 0.0 0.0
0.0 0.0 0.0
0.0 0.0 0.0
0.0 0.0 0.0
0.0 0.0 0.0
0.0 0.0 0.0
0.0 0.0 0.0
0.0 0.0 0.0
-0.1 -0.1 0.0
0.0 0.0 0.0

Calculated values
Maximum force   4.17 eV Å⁻¹
HOMO-LUMO gap   7.89 eV



Total energy, record by record: -3178.53094, -634.62599, -420.93554, -2571.01285 hartree